{
  "formula": "C3H11NO3",
  "method": "ωB97M-V/def2-TZVPD",
  "species": ["O", "C", "C", "N", "C", "O", "H", "H", "H", "H", "H", "H", "H", "H", "H", "O", "H", "H"],
  "coordinates": [[-0.501, 2.183, 1.386], [0.211, 0.928, 1.627], [0.826, 0.442, 0.315], [-0.177, 0.287, -0.749], [0.223, -0.583, -1.875], [0.974, -1.718, -1.525], [-1.179, 2.055, 2.060], [-0.469, 0.199, 2.090], [1.087, 1.111, 2.249], [1.198, -0.558, 0.583], [1.649, 1.048, -0.036], [-0.520, 1.155, -1.137], [0.816, 0.004, -2.586], [-0.696, -0.925, -2.373], [1.815, -1.422, -1.150], [-2.122, -1.293, 0.339], [-1.817, -2.067, 0.817], [-1.317, -0.846, -0.035]],
  "forces_ev_per_angstrom": [[0.246, -1.554, 0.943], [0.589, 1.122, -1.271], [-1.177, -0.689, -0.118], [0.311, -1.305, 0.280], [0.222, 0.610, -0.489], [-0.255, 0.128, 0.512], [-0.397, 0.938, -0.323], [0.276, 0.051, -0.356], [-0.163, 0.050, 0.562], [0.086, 0.200, -0.318], [0.478, 0.462, 0.285], [0.042, 0.164, 0.374], [-0.021, 0.047, -0.211], [0.357, -0.026, 0.179], [-0.184, -0.141, -0.241], [0.210, 0.060, 0.002], [0.037, -0.113, -0.048], [-0.656, -0.002, 0.238]],
  "lowdin_charge": [-0.072, -0.222, -0.204, -0.080, -0.280, -0.046, 0.079, 0.117, 0.109, 0.119, 0.118, 0.128, 0.116, 0.131, 0.082, -0.096, 0.022, -0.020],
  "gap_ev": 10.02,
  "energy_ha": -401.339538,
  "max_force_ev_per_a": 1.8,
  "e_lumo_ev": 0.689,
  "de_lowest_kcal_mol": 46.1,
  "homo_ev": -9.3
}